No. 1
{
  "formula": "C25H38BrN4O6PS2",
  "method": "the ωB97M-V functional and the def2-TZVPD basis",
  "smiles": "CCC[C@]1(CCOCC)OS(=O)(=O)O[C@@]1(S)P(O)Br.c1cc[nH]c1.c1cc[nH]c1.c1cc[nH]c1.c1cc[nH]c1",
  "total_energy_ha": -5357.54405,
  "homo_lumo_gap_ha": 0.3053,
  "elements": ["C", "C", "C", "C", "C", "C", "O", "C", "C", "O", "S", "O", "O", "O", "C", "S", "P", "O", "Br", "H", "H", "H", "H", "H", "H", "H", "H", "H", "H", "H", "H", "H", "H", "H", "H", "H", "H", "C", "C", "C", "N", "C", "H", "H", "H", "H", "H", "C", "C", "C", "N", "C", "H", "H", "H", "H", "H", "C", "C", "C", "N", "C", "H", "H", "H", "H", "H", "C", "C", "C", "N", "C", "H", "H", "H", "H", "H"],
  "coordinates": [[0.716358, -0.387097, -4.490479], [-0.596843, -0.241433, -3.691948], [-1.402813, -1.546771, -3.645758], [-2.014122, -1.903566, -2.292325], [-0.922372, -2.048269, -1.222376], [-1.382108, -2.366418, 0.224622], [-0.676199, -3.465002, 0.759430], [0.678394, -3.154017, 1.083567], [1.603486, -4.153949, 0.381303], [-2.419617, -3.313162, -2.533254], [-3.717080, -3.773346, -1.775230], [-3.433579, -4.517489, -0.617032], [-4.686147, -4.385104, -2.600275], [-4.230413, -2.277315, -1.410787], [-3.369906, -1.257302, -1.925181], [-4.334762, -0.606012, -3.361842], [-3.466657, 0.073363, -0.571300], [-4.580007, 1.099078, -1.159356], [-1.532725, 1.228726, -0.511725], [0.731035, 0.302636, -5.325414], [0.879629, -1.403316, -4.830374], [1.574361, -0.116017, -3.882605], [-0.327490, 0.130841, -2.716355], [-1.209195, 0.527843, -4.151742], [-0.719108, -2.360855, -3.861390], [-2.150772, -1.543842, -4.426630], [-0.258370, -1.196553, -1.180249], [-0.319064, -2.890130, -1.542081], [-2.448008, -2.496557, 0.347298], [-1.112897, -1.503159, 0.839739], [0.952461, -2.146642, 0.774452], [0.807351, -3.197450, 2.161483], [0.998318, -4.823170, -0.219015], [2.299893, -3.663612, -0.291020], [2.140798, -4.778592, 1.085885], [-4.403208, -1.758454, -4.055908], [-5.036749, 1.441094, -0.370798], [1.674398, 5.958078, -1.820041], [2.372702, 4.765496, -2.149251], [1.531020, 3.716501, -1.891692], [0.354928, 4.229353, -1.416858], [0.431985, 5.593886, -1.373761], [2.042065, 6.966819, -1.902670], [3.376433, 4.687600, -2.531833], [1.666607, 2.653967, -2.004735], [-0.440263, 3.682148, -1.142782], [-0.399089, 6.185316, -1.030428], [-6.906442, 0.616496, 3.362025], [-5.740075, 0.228724, 4.075026], [-4.716123, 1.033667, 3.655754], [-5.218061, 1.891854, 2.714837], [-6.554966, 1.646168, 2.532432], [-7.890502, 0.188473, 3.449912], [-5.662976, -0.552753, 4.811614], [-3.679351, 1.069871, 3.942618], [-4.688122, 2.594747, 2.233290], [-7.135761, 2.222408, 1.831948], [1.422724, -0.455090, 3.797151], [2.601802, -0.831862, 4.495420], [3.620204, -0.043438, 4.033142], [3.102086, 0.793362, 3.078128], [1.763071, 0.550268, 2.933205], [0.437668, -0.874339, 3.917450], [2.690589, -1.593665, 5.251192], [4.663309, -0.005056, 4.298721], [3.620796, 1.484238, 2.565255], [1.172067, 1.111933, 2.229660], [7.263324, 1.264890, -0.121448], [7.950468, 1.049904, 1.103504], [7.026494, 0.630379, 2.021999], [5.807490, 0.587248, 1.400880], [5.944451, 0.968326, 0.093086], [7.689547, 1.597734, -1.052669], [9.002518, 1.186945, 1.287813], [7.130700, 0.360475, 3.058933], [4.945269, 0.313923, 1.835854], [5.095144, 0.996024, -0.568014]],
  "atomic_forces_ev_per_a": [[-0.1, 0.4, 0.2], [0.2, -0.1, -0.5], [0.6, 0.6, 0.4], [0.6, -1.1, -0.3], [-0.5, 0.0, 0.6], [0.9, 0.7, 0.3], [-0.4, 0.1, 0.0], [0.3, -0.5, -0.4], [-0.2, 0.0, 0.1], [-0.8, -0.2, -0.2], [-0.8, -0.3, 0.2], [0.9, 0.2, 1.2], [-0.1, 0.5, -1.4], [0.8, -0.5, 0.8], [-1.0, 1.0, -1.5], [0.2, 0.4, -0.2], [-0.4, -0.9, 1.6], [0.4, 0.1, 0.1], [0.0, 0.2, -0.4], [0.0, -0.1, -0.4], [0.0, -0.1, -0.2], [0.1, 0.0, 0.2], [-0.2, -0.1, 0.3], [-0.1, 0.2, 0.0], [0.0, -0.3, 0.1], [-0.2, -0.1, 0.0], [0.0, 0.3, -0.3], [0.1, -0.2, -0.2], [-0.1, -0.5, 0.0], [-0.3, 0.3, 0.1], [-0.2, 0.2, 0.0], [-0.1, 0.0, 0.2], [-0.2, -0.1, -0.1], [0.2, 0.1, 0.0], [0.2, 0.0, 0.1], [0.2, 0.0, 0.2], [-0.1, 0.0, -0.4], [0.0, 0.0, 0.0], [0.0, 0.0, 0.0], [0.0, 0.0, 0.0], [0.0, 0.0, 0.0], [0.0, 0.0, 0.0], [0.0, 0.0, 0.0], [0.0, 0.0, 0.0], [0.0, 0.0, 0.0], [-0.1, 0.0, -0.1], [0.0, 0.0, 0.0], [0.0, 0.0, 0.0], [0.0, 0.0, 0.0], [0.0, 0.0, 0.0], [0.0, 0.0, -0.1], [0.0, 0.0, -0.1], [0.0, 0.0, 0.0], [0.0, 0.0, 0.0], [0.0, 0.0, 0.0], [0.0, 0.1, 0.1], [0.0, 0.0, 0.0], [0.0, 0.0, 0.0], [0.0, 0.0, 0.0], [0.0, 0.0, 0.0], [0.0, 0.0, 0.0], [0.0, 0.0, -0.1], [0.0, 0.0, 0.0], [0.0, 0.0, 0.0], [0.0, 0.0, 0.0], [-0.1, 0.2, 0.2], [0.0, 0.0, 0.0], [0.0, 0.0, 0.0], [0.0, 0.0, 0.0], [0.0, 0.0, 0.0], [0.0, 0.0, 0.0], [0.0, 0.0, 0.0], [0.0, 0.0, 0.0], [0.0, 0.0, 0.0], [0.0, 0.0, 0.0], [0.1, -0.3, -0.1], [0.0, 0.0, 0.0]],
  "mulliken_charge": [-1.41, 0.36, -1.89, 0.94, -0.98, -1.30, -0.50, 0.07, -1.34, -0.42, 1.25, -0.52, -0.64, -0.37, 0.88, -0.22, 0.27, -0.45, -0.15, 0.34, 0.40, 0.33, -0.25, 0.45, 0.55, 0.48, 0.50, 0.50, 0.66, 0.40, 0.06, 0.46, 0.36, 0.31, 0.34, 0.19, 0.37, -0.48, -0.55, -0.38, 0.21, -0.47, 0.38, 0.40, 0.40, 0.06, 0.38, -0.41, -0.39, -0.57, 0.02, -0.54, 0.43, 0.41, 0.44, 0.20, 0.41, -0.34, -0.70, -0.38, -0.10, -0.77, 0.52, 0.44, 0.37, 0.33, 0.56, -0.47, -0.57, -0.32, 0.08, -0.50, 0.40, 0.39, 0.33, 0.29, 0.44]
}

No. 2
{
  "formula": "C25H38CoN4O2Sb2",
  "method": "the ωB97M-V functional and the def2-TZVPD basis",
  "total_energy_ha": -3207.71288,
  "total_charge": 2,
  "homo_lumo_gap_ha": [0.3027, 0.2834],
  "spin_multiplicity": 4,
  "elements": ["Co", "C", "Sb", "C", "C", "C", "C", "C", "C", "C", "C", "C", "Sb", "C", "C", "H", "H", "H", "H", "H", "H", "H", "H", "H", "H", "H", "H", "H", "H", "H", "H", "H", "H", "H", "H", "C", "C", "O", "N", "C", "C", "C", "C", "C", "C", "N", "H", "H", "H", "H", "H", "H", "H", "H", "H", "H", "N", "C", "N", "C", "C", "O", "C", "C", "H", "H", "H", "H", "H", "H", "H", "H"],
  "coordinates": [[0.286162, -0.082789, 0.581127], [3.936768, -1.667570, -1.011502], [3.088682, -0.272189, 0.352203], [4.102585, -0.806061, 2.148006], [4.238759, 1.471395, -0.184682], [3.854381, 2.645518, 0.662556], [4.529195, 2.850088, 1.868525], [4.197072, 3.888479, 2.723125], [3.175335, 4.760837, 2.373306], [2.510386, 4.580777, 1.171603], [2.828021, 3.532125, 0.305499], [2.060453, 3.403164, -0.977350], [0.244052, 2.287883, -0.709035], [-0.895562, 3.645318, 0.464163], [-0.663655, 2.505275, -2.614075], [5.022326, -1.625402, -0.936590], [3.635583, -1.421930, -2.028207], [3.603400, -2.676338, -0.775776], [4.242452, 0.090144, 2.752603], [5.073485, -1.239569, 1.914116], [3.510439, -1.523283, 2.713913], [4.109805, 1.641354, -1.252387], [5.280459, 1.199385, -0.013919], [5.348915, 2.189169, 2.128310], [4.751761, 4.032446, 3.641379], [2.920359, 5.594403, 3.014530], [1.743504, 5.288677, 0.877065], [2.625456, 2.919965, -1.772568], [1.749193, 4.381971, -1.343400], [-1.122523, 4.543136, -0.107997], [-0.333526, 3.912714, 1.357865], [-1.824571, 3.161125, 0.761108], [-0.789966, 3.563226, -2.834561], [-1.634401, 2.013641, -2.606826], [-0.036235, 2.045441, -3.374732], [-4.081146, 0.327478, 1.050994], [-2.711337, -0.150012, 1.416621], [-1.775477, -0.052743, 0.598778], [-2.534282, -0.677666, 2.629697], [-1.262801, -1.225681, 3.089442], [-0.300969, -0.159950, 3.559636], [-0.241300, 0.201149, 4.893926], [0.622398, 1.211234, 5.288914], [1.404454, 1.832922, 4.329880], [1.302218, 1.411564, 3.018232], [0.472788, 0.431548, 2.632651], [-4.366720, -0.125472, 0.102724], [-4.047032, 1.407049, 0.901958], [-4.829091, 0.094928, 1.805142], [-3.327518, -0.718620, 3.248803], [-0.821141, -1.807715, 2.279221], [-1.477700, -1.909765, 3.907142], [-0.864184, -0.308241, 5.617229], [0.681726, 1.505798, 6.328277], [2.090248, 2.629301, 4.579375], [1.905592, 1.876155, 2.244863], [0.272896, -2.021547, -0.101645], [0.251093, -3.119390, -0.480942], [0.209537, -4.341925, -0.895215], [1.372314, -5.249523, -0.788491], [0.882893, -6.595534, -0.280812], [-0.156436, -7.085378, -1.099230], [-1.291748, -6.247864, -1.059032], [-0.960781, -4.878459, -1.626263], [2.102407, -4.814182, -0.107673], [1.817106, -5.355542, -1.779422], [0.539028, -6.503247, 0.757428], [1.692641, -7.321290, -0.319402], [-1.657421, -6.152274, -0.028624], [-2.062720, -6.721991, -1.662727], [-1.793740, -4.186155, -1.518942], [-0.694519, -4.961124, -2.681505]],
  "atomic_forces_ev_per_a": [[0.0, -0.1, 0.0], [0.0, 0.0, 0.0], [0.0, 0.0, 0.0], [0.0, 0.0, 0.0], [0.0, -0.1, 0.0], [0.0, 0.0, 0.0], [0.0, 0.0, 0.0], [0.0, 0.0, 0.0], [0.0, 0.0, 0.0], [0.0, 0.0, 0.0], [0.0, 0.0, 0.0], [-0.1, 0.0, 0.0], [0.0, 0.0, 0.0], [0.0, 0.0, 0.0], [0.0, 0.0, 0.0], [0.0, 0.0, 0.0], [0.0, 0.0, 0.0], [0.0, 0.0, 0.0], [0.0, 0.0, 0.0], [0.0, 0.0, 0.0], [0.0, 0.0, 0.0], [0.0, 0.0, 0.0], [0.0, 0.0, 0.0], [0.0, 0.0, 0.0], [0.0, 0.0, 0.0], [0.0, 0.0, 0.0], [0.0, 0.0, 0.0], [0.0, 0.0, 0.0], [0.0, 0.0, 0.0], [0.0, 0.0, 0.0], [0.0, 0.0, 0.0], [0.0, 0.0, 0.0], [0.0, 0.0, 0.0], [0.0, 0.0, 0.0], [0.0, 0.0, 0.0], [0.0, 0.0, 0.0], [0.0, 0.0, 0.0], [0.0, 0.1, 0.1], [0.0, 0.0, 0.0], [0.0, 0.0, 0.0], [0.0, 0.0, 0.0], [0.0, 0.0, 0.0], [0.0, 0.0, 0.0], [0.0, 0.0, 0.0], [0.0, 0.0, 0.0], [0.0, 0.0, -0.1], [0.0, 0.0, 0.0], [0.0, 0.0, 0.0], [0.0, 0.0, 0.0], [0.0, 0.0, 0.0], [0.0, 0.0, 0.0], [0.0, 0.0, 0.0], [0.0, 0.0, 0.0], [0.0, 0.0, 0.0], [0.0, 0.0, 0.0], [0.0, 0.0, 0.0], [0.1, 0.0, 0.1], [0.0, 0.0, -0.1], [0.0, 0.0, 0.0], [0.0, 0.0, 0.0], [0.0, 0.0, 0.0], [0.0, 0.0, 0.0], [0.0, 0.0, 0.0], [0.0, 0.0, 0.0], [0.0, 0.0, 0.0], [0.0, 0.0, 0.0], [0.0, 0.0, 0.0], [0.0, 0.0, 0.0], [0.0, 0.0, 0.0], [0.0, 0.0, 0.0], [0.0, 0.0, 0.0], [0.0, 0.0, 0.0]],
  "mulliken_charge": [0.86, -1.21, 0.89, -1.31, -1.54, 0.51, -0.30, -1.00, -0.87, -0.31, 0.80, -1.74, 0.48, -1.21, -1.21, 0.42, 0.38, 0.28, 0.32, 0.46, 0.37, 0.57, 0.72, 0.55, 0.47, 0.45, 0.55, 0.48, 0.73, 0.47, 0.34, 0.24, 0.40, 0.38, 0.38, -1.11, 0.52, -0.55, -0.03, -1.39, 0.94, -0.81, -0.63, -1.03, 0.01, 0.73, 0.33, 0.24, 0.38, 0.28, -0.05, 0.68, 0.52, 0.46, 0.54, 0.04, -0.82, 0.65, 0.10, -0.35, -0.75, -0.36, -0.56, -0.53, 0.40, 0.26, 0.36, 0.36, 0.32, 0.35, 0.42, 0.28]
}

> What is the formula in the second record?

C25H38CoN4O2Sb2